{"formula": "C47H62BF2MoN6O7PSSi2", "method": "ωB97M-V/def2-TZVPD", "symbols": ["Mo", "S", "C", "N", "N", "C", "C", "C", "C", "C", "C", "N", "N", "C", "C", "C", "C", "C", "C", "H", "H", "H", "H", "H", "H", "H", "H", "H", "H", "H", "C", "Si", "C", "C", "N", "C", "C", "C", "C", "C", "C", "N", "Si", "C", "C", "C", "H", "H", "H", "H", "H", "H", "H", "H", "H", "H", "H", "H", "H", "H", "H", "H", "H", "H", "H", "H", "H", "H", "O", "C", "C", "O", "O", "C", "C", "C", "C", "C", "C", "C", "C", "C", "C", "C", "C", "H", "H", "H", "H", "H", "H", "H", "H", "H", "H", "H", "F", "B", "F", "C", "C", "C", "C", "O", "P", "O", "O", "O", "C", "C", "C", "C", "H", "H", "H", "H", "H", "H", "H", "H", "H", "H", "H", "H", "H", "H", "H", "H", "H", "H"], "positions_angstrom": [[-0.1237, 1.6209, -0.7134], [0.6912, 1.0041, -2.9663], [-0.2854, -0.4427, -3.2643], [-0.2714, -0.8791, -4.4927], [-1.2452, -1.7923, -4.8892], [-1.5709, -3.0001, -4.3750], [-2.7828, -3.5968, -4.7654], [-3.0966, -4.8815, -4.3808], [-2.2034, -5.6259, -3.6267], [-0.9980, -5.0475, -3.2487], [-0.6815, -3.7552, -3.5962], [-1.0526, -0.8875, -2.2931], [-1.1023, -0.1851, -1.1599], [-2.1296, -0.5794, -0.3627], [-3.2014, -1.3802, -0.8070], [-4.4087, -1.3430, -0.1528], [-4.6297, -0.3581, 0.8482], [-3.5901, 0.3248, 1.3688], [-2.2102, -0.1893, 1.0952], [-1.9696, -1.3376, -5.4319], [-3.4765, -3.0248, -5.3697], [-4.0472, -5.3116, -4.6752], [-2.4467, -6.6369, -3.3266], [-0.2887, -5.6279, -2.6779], [0.2446, -3.2996, -3.2831], [-3.0954, -1.9187, -1.7387], [-5.2299, -1.9570, -0.4911], [-5.6476, -0.1078, 1.1164], [-3.6973, 1.1431, 2.0634], [-1.4036, 1.5756, 1.2558], [-2.7556, 1.4194, -3.6336], [-3.1279, 2.6114, -2.2028], [-3.2181, 4.3581, -3.0110], [-4.9418, 2.1197, -1.7346], [-2.0288, 2.6104, -0.8485], [-2.1586, 3.6480, 0.0494], [-3.2966, 4.4416, 0.2036], [-3.3167, 5.5379, 1.0511], [-2.1810, 5.8810, 1.7581], [-1.0590, 5.0719, 1.6774], [-1.0434, 3.9241, 0.8900], [-0.0247, 2.9942, 0.8779], [0.9206, 2.8017, 2.3250], [-0.3045, 2.8150, 3.8256], [2.1654, 4.2482, 2.6688], [1.8978, 1.1949, 2.6303], [-3.4539, 1.6015, -4.4460], [-2.8758, 0.3877, -3.3242], [-1.7489, 1.5397, -4.0161], [-4.1160, 4.4686, -3.6123], [-2.3592, 4.5148, -3.6525], [-3.2120, 5.1484, -2.2685], [-5.4612, 1.7852, -2.6285], [-5.5273, 2.9290, -1.3071], [-4.9487, 1.2991, -1.0241], [-4.1960, 4.1938, -0.3314], [-4.2203, 6.1294, 1.1451], [-2.1677, 6.7603, 2.3897], [-0.1825, 5.3287, 2.2486], [-1.1033, 3.5379, 3.7013], [0.2145, 3.0504, 4.7501], [-0.7650, 1.8403, 3.9470], [2.0305, 4.6256, 3.6788], [2.0295, 5.0753, 1.9814], [3.1952, 3.9228, 2.5771], [1.3954, 0.3384, 2.1981], [2.0161, 1.0296, 3.6996], [2.8815, 1.2293, 2.1840], [0.2963, -1.6601, 1.1635], [-0.7862, -2.3481, 1.7422], [-2.0483, -1.5015, 1.9241], [-2.9403, -1.9031, 2.6485], [-1.1807, 0.6693, 1.5280], [-1.1176, -3.6329, 0.9897], [-2.3862, -4.1959, 0.9581], [-2.5701, -5.4563, 0.4167], [-1.4952, -6.1702, -0.0789], [-0.2385, -5.5925, -0.0881], [-0.0506, -4.3260, 0.4283], [-0.3152, -2.7064, 3.1540], [-0.2308, -4.0113, 3.6181], [0.2490, -4.2717, 4.8907], [0.6596, -3.2341, 5.7087], [0.5683, -1.9287, 5.2533], [0.0756, -1.6655, 3.9881], [0.0990, -1.4306, 0.2445], [-3.2327, -3.6596, 1.3568], [-3.5587, -5.8910, 0.4013], [-1.6356, -7.1676, -0.4704], [0.6078, -6.1340, -0.4851], [0.9271, -3.8680, 0.4207], [-0.5408, -4.8311, 2.9891], [0.3036, -5.2940, 5.2435], [1.0465, -3.4448, 6.6979], [0.8842, -1.1132, 5.8901], [-0.0061, -0.6513, 3.6317], [0.0115, 3.9991, -2.7113], [0.5213, 3.4429, -1.5967], [1.3702, 4.3617, -1.0824], [4.3137, 3.6110, -2.3278], [4.5166, 2.4895, -1.3023], [4.1086, 2.9568, 0.0897], [5.9934, 2.0715, -1.2755], [3.7584, 1.3789, -1.7509], [2.9485, 0.2857, -0.8793], [2.7157, -0.9010, -1.7113], [1.7876, 0.9552, -0.1664], [3.9937, -0.0138, 0.3594], [4.5250, -1.2896, 0.6551], [5.1415, -1.1574, 2.0572], [3.4523, -2.3749, 0.6770], [5.6053, -1.6404, -0.3733], [4.9695, 4.4505, -2.1013], [3.2842, 3.9508, -2.3067], [4.5338, 3.2384, -3.3249], [4.7018, 3.8239, 0.3804], [4.2754, 2.1495, 0.7962], [3.0546, 3.2153, 0.1034], [6.6169, 2.9164, -0.9880], [6.2956, 1.7142, -2.2562], [6.1186, 1.2671, -0.5572], [4.3585, -0.9341, 2.7773], [5.8667, -0.3459, 2.0748], [5.6367, -2.0850, 2.3394], [2.5838, -2.0074, 1.2157], [3.8314, -3.2752, 1.1596], [3.1504, -2.5990, -0.3397], [6.4446, -0.9504, -0.2913], [5.1655, -1.5416, -1.3611], [5.9632, -2.6587, -0.2235]], "de_lowest_kcal_mol": 54.1, "lumo_ev": [4.0, 3.7], "molar_mass_g_mol": 1087.0, "e_homo_ev": [-1.83, -2.08], "orbital_gap_ev": [5.9, 5.8], "s2": 2.262, "charge": -2, "multiplicity": 3}